#i
Entry from the OMol25 dataset: one molecule with the formula C4H6 (the ωB97M-V functional and the def2-TZVPD basis).

Properties
Charge: 0
SMILES: C=CC=C
Multiplicity: 1

Geometry (Å):
C  0.31  -0.26  0.65
C  -0.03  0.25  -0.71
C  -0.17  1.55  -0.86
C  -0.11  -1.55  0.94
H  0.00  1.90  -1.86
H  -0.25  -0.31  -1.65
H  0.96  0.15  1.42
H  -0.28  2.44  -0.29
H  -0.52  -2.33  0.28
H  0.07  -1.84  1.98

***

#ii
Entry from the OMol25 dataset: one molecule with the formula C4H6 (the ωB97M-V functional and the def2-TZVPD basis).

Properties
Charge: 0
SMILES: C=CC=C
Multiplicity: 1

Geometry (Å):
C  0.58  -1.66  0.57
C  0.39  -0.36  0.49
C  -0.46  1.67  -0.62
C  -0.41  0.33  -0.50
H  -1.17  2.07  -1.30
H  1.24  -2.07  1.31
H  0.03  -2.30  -0.10
H  0.75  0.29  1.27
H  -1.05  -0.31  -1.15
H  0.10  2.34  0.02

***

#iii
Entry from the OMol25 dataset: a 2-piece molecular cluster, C4H6 overall (the ωB97M-V functional and the def2-TZVPD basis).

Properties
Charge: 0
SMILES: C#C.C=C
Multiplicity: 1

Geometry (Å):
C  -2.06  0.10  -0.20
C  -2.70  -0.48  0.64
C  2.16  -0.16  -0.41
C  1.06  0.39  0.10
H  0.53  -0.26  0.75
H  -2.92  -1.13  1.41
H  2.42  -1.02  0.03
H  0.65  1.35  -0.23
H  -1.90  0.78  -1.00
H  2.75  0.43  -1.09

***

How far above the most stable structure does each one sit? In eV: #i 1.151; #ii 0.000; #iii 2.308.

***

#i
Entry from the OMol25 dataset: C6H7CsO6 as an isolated structure (the ωB97M-V functional and the def2-TZVPD basis).

Properties
Charge: 0
Multiplicity: 1

Geometry (Å):
Cs  4.01  2.84  1.08
O  0.88  0.84  0.28
O  1.63  -0.83  -1.94
O  -3.22  0.04  0.76
O  -1.65  1.53  0.22
O  1.01  -1.95  -0.23
O  -1.94  0.98  2.33
C  0.54  -2.77  -1.32
C  1.37  -0.76  -0.66
C  -0.43  2.13  0.92
C  -2.40  0.87  1.08
C  -0.94  2.02  2.36
C  1.02  -1.99  -2.55
H  -1.41  2.92  2.77
H  0.21  -1.64  -3.19
H  0.98  -3.76  -1.22
H  1.78  -2.52  -3.14
H  -0.68  3.17  0.62
H  -0.55  -2.81  -1.26
H  -0.20  1.68  3.09

***

#ii
Entry from the OMol25 dataset: C6H7CsO6 as an isolated structure (the ωB97M-V functional and the def2-TZVPD basis).

Properties
Charge: 0
Multiplicity: 1

Geometry (Å):
Cs  0.25  -4.31  2.08
O  0.77  -0.28  3.40
O  0.22  1.38  2.04
O  -1.89  -3.11  -3.60
O  0.27  -2.91  -3.57
O  -0.83  -3.02  -1.58
O  0.83  4.65  3.41
C  -1.44  -3.22  -4.90
C  0.33  0.03  2.28
C  0.70  2.33  3.00
C  -0.12  -3.07  -4.89
C  0.40  3.70  2.45
C  -0.82  -3.00  -2.81
H  -2.15  -3.54  -5.65
H  0.66  -3.19  -5.63
H  0.61  5.53  3.10
H  0.19  2.19  3.97
H  0.93  3.84  1.49
H  -0.68  3.80  2.25
H  1.78  2.20  3.16

***

How far above the most stable structure does each one sit? In eV: #i 4.030; #ii 0.000.

***

#i
Entry from the OMol25 dataset: an isolated ion of composition C3H7N4 and charge +1 (the ωB97M-V functional and the def2-TZVPD basis).

Properties
Charge: +1
Multiplicity: 1

Geometry (Å):
N  -2.43  -0.11  -0.12
N  1.94  0.20  -0.08
N  -2.87  0.77  0.44
N  0.13  0.70  1.33
C  -1.69  -0.97  -0.65
C  -0.28  -0.78  -0.63
C  0.39  0.14  0.08
H  0.51  1.56  1.26
H  -1.93  -1.80  -1.29
H  2.42  0.53  0.76
H  -0.88  0.70  1.57
H  0.22  -1.30  -1.45
H  2.09  0.94  -0.76
H  2.38  -0.59  -0.46

***

#ii
Entry from the OMol25 dataset: an isolated ion of composition C3H7N4 and charge +1 (the ωB97M-V functional and the def2-TZVPD basis).

Properties
Charge: +1
SMILES: NN/[NH+]=C\N1C=C1
Multiplicity: 1

Geometry (Å):
N  -1.48  0.65  -0.26
N  1.39  0.08  0.75
N  -2.69  0.56  -0.96
N  -0.83  -0.62  0.21
C  0.33  -0.76  0.70
C  2.33  0.74  -0.15
C  2.88  -0.17  0.60
H  -1.39  -1.24  0.73
H  -0.78  1.00  -0.86
H  -3.50  0.48  -0.35
H  -2.63  0.21  -1.88
H  0.59  -1.69  1.26
H  2.16  1.48  -0.91
H  3.62  -0.74  1.12

***

How far above the most stable structure does each one sit? In eV: #i 0.000; #ii 3.096.